[1]
11
Properties=species:S:1:pos:R:3 method="wB97M-V/def2-TZVPD" smiles="O=P([O-])([O-])C(O)(O)O" charge=-2 relative_energy_kcal_mol=37.2 homo_lumo_gap_ha=0.2685 lumo_energy_ev=7.126
C -0.805 0.035 0.092
O 1.331 -1.403 0.304
O 1.431 1.023 1.186
O 1.444 0.574 -1.447
O -1.181 -1.237 0.561
O -1.200 0.244 -1.316
O -1.204 1.103 0.872
P 1.087 0.049 0.023
H -0.262 -1.725 0.305
H -0.363 0.074 -1.801
H -0.279 1.262 1.221

=====

[2]
6
Properties=species:S:1:pos:R:3 method="wB97M-V/def2-TZVPD" charge=0 relative_energy_kcal_mol=47.9 homo_lumo_gap_ha=0.3087 lumo_energy_ev=-0.708
C 0.171 -0.266 -0.545
O -2.168 0.032 -0.025
P -0.863 0.318 0.616
H -0.464 -0.320 -1.397
H 1.237 0.026 -0.484
H -0.674 0.269 1.926

=====

[3]
6
Properties=species:S:1:pos:R:3 method="wB97M-V/def2-TZVPD" charge=0 relative_energy_kcal_mol=40.9 homo_lumo_gap_ha=0.3243 lumo_energy_ev=-0.277
C -0.108 0.084 0.625
O -0.388 -2.052 -0.647
P 0.039 -0.716 -0.829
H -0.236 -0.477 1.431
H 0.112 1.174 0.665
H 0.006 -0.115 -2.217

=====

[4]
5
Properties=species:S:1:pos:R:3 method="wB97M-V/def2-TZVPD" smiles="C=P" charge=0 relative_energy_kcal_mol=38.4 homo_lumo_gap_ha="0.3101 / 0.3119" lumo_energy_ev="-0.845 / -0.458"
C -0.251 0.470 -0.054
P 1.724 0.155 -0.027
H -0.544 1.425 0.168
H -0.779 -0.325 0.260
H 1.256 -1.238 -0.268